A molecular structure, C24H42O2P2Ru in a non-equilibrium geometry, computed with ωB97M-V with the def2-TZVPD basis set.

Calculated values
Total charge = +2
Spin multiplicity = 5
<S²> = 6.3609
ΔE to the lowest compared entry with this formula, charge and spin = 64.93 kcal/mol

Positions of all 71 atoms, in Å:
Ru 0.814 1.198 -1.728
C -0.658 3.622 0.667
C 0.619 3.123 0.362
C -0.492 3.662 -1.635
C -1.315 3.987 -0.543
C 0.799 3.271 -1.087
C -1.166 3.983 2.016
H -0.669 3.414 2.807
H -2.242 3.791 2.110
H -1.029 5.050 2.258
C -2.565 4.773 -0.644
H -3.013 4.988 0.334
H -3.314 4.246 -1.250
H -2.381 5.744 -1.132
C -0.758 4.010 -3.030
H -0.828 5.107 -3.125
H -1.710 3.574 -3.368
H 0.056 3.643 -3.661
C 2.047 3.003 -1.836
H 2.809 3.781 -1.736
H 1.883 2.774 -2.897
H 2.493 2.051 -1.401
C 1.727 2.928 1.311
H 2.408 3.801 1.313
H 2.318 2.040 1.059
H 1.365 2.826 2.340
C -2.275 -0.318 1.248
C -1.468 0.171 2.187
C -0.044 -0.204 2.460
C 1.027 -0.658 1.417
C 0.991 -0.481 -0.101
C 0.359 -1.529 -0.973
C -1.159 -1.741 -0.908
C -1.989 -1.552 0.423
H 0.033 -0.972 3.273
H 1.276 -1.721 1.734
H 0.423 0.692 2.884
H -1.587 -2.280 1.156
H -2.956 0.399 0.709
H -1.693 1.189 2.586
H -2.973 -1.942 0.109
H -1.596 -1.161 -1.735
H 0.582 -1.225 -2.032
H -1.387 -2.771 -1.247
H 2.022 -0.259 1.713
H 2.056 -0.348 -0.450
P 0.023 -3.514 1.395
C -1.358 -4.697 1.745
C 1.159 -4.117 2.705
P 1.570 -2.880 -1.071
C 0.712 -4.208 -0.154
C 3.171 -2.768 -0.249
C 1.809 -3.620 -2.685
H -2.011 -4.826 0.863
H -1.899 -4.258 2.614
H -0.801 -5.609 2.012
H 1.090 -5.210 2.580
H 0.693 -3.773 3.651
H 2.187 -3.733 2.584
H 1.934 -4.704 -2.512
H 2.703 -3.186 -3.157
H 0.906 -3.426 -3.287
H -0.132 -4.599 -0.757
H 1.438 -4.986 0.149
H 3.896 -2.418 -0.991
H 3.434 -3.795 0.075
H 3.206 -2.111 0.622
O -3.326 2.175 -2.426
C -2.669 1.211 -2.024
O -1.367 0.995 -2.134
H -3.207 0.379 -1.502